# 1
{
  "formula": "C5H14N2O",
  "method": "ωB97M-V with the def2-TZVPD basis set",
  "orbital_gap_ev": 8.5,
  "fmax_ev_per_a": 3.00,
  "total_charge": 0,
  "de_lowest_ev": 5.900,
  "symbols": ["C", "C", "C", "H", "H", "H", "H", "H", "H", "H", "H", "C", "N", "C", "N", "O", "H", "H", "H", "H", "H", "H"],
  "xyz": [[1.185, -1.589, 0.837], [-0.095, -1.987, 1.269], [1.431, -0.258, -0.823], [1.766, -2.295, 0.256], [1.768, -0.948, 1.487], [-0.906, -1.069, 0.658], [-0.341, -1.828, 2.316], [-0.513, -2.890, 0.835], [1.142, -0.851, -1.689], [2.499, -0.385, -0.651], [1.330, 0.793, -1.078], [-1.195, 1.058, -1.919], [-0.635, 1.837, 0.318], [-1.041, 0.787, -0.452], [-0.290, 1.657, 1.673], [-1.620, -0.215, 0.076], [-0.102, 2.566, -0.130], [-1.105, 1.294, 2.158], [0.445, 0.948, 1.710], [-2.078, 1.682, -2.078], [-0.325, 1.577, -2.324], [-1.320, 0.117, -2.447]],
  "forces_ev_per_angstrom": [[1.04, 1.73, -1.83], [-2.56, 1.20, -0.80], [0.64, -1.44, 0.96], [0.21, 0.11, 0.10], [0.20, -0.32, 0.15], [1.55, -1.99, 1.61], [0.07, -0.12, 0.06], [0.24, -0.25, 0.23], [-0.04, -0.09, 0.00], [0.12, -0.12, -0.22], [-0.43, 0.20, 0.48], [0.35, -0.03, -0.05], [0.21, -0.55, -0.14], [-1.82, -0.38, 0.84], [0.11, -0.06, -0.17], [0.35, 2.15, -1.33], [-0.08, -0.04, 0.03], [0.07, 0.01, -0.09], [-0.21, 0.05, 0.04], [0.05, -0.10, 0.08], [-0.04, 0.02, 0.00], [-0.03, 0.01, 0.05]]
}

=====

# 2
{
  "formula": "C19H18BrNTl",
  "method": "ωB97M-V with the def2-TZVPD basis set",
  "orbital_gap_ev": [4.3, 4.3],
  "fmax_ev_per_a": 3.74,
  "total_charge": -1,
  "symbols": ["Tl", "Br", "C", "C", "C", "C", "C", "C", "C", "C", "C", "C", "H", "H", "H", "H", "H", "H", "C", "N", "C", "C", "C", "C", "C", "C", "C", "C", "H", "H", "H", "H", "H", "H", "H", "H", "H", "H", "H", "H"],
  "xyz": [[-0.659, -0.841, -1.252], [-1.955, -2.976, -2.251], [-2.118, 0.172, -0.156], [-3.384, 0.608, -0.616], [-4.215, 1.529, 0.094], [-3.842, 1.916, 1.359], [-2.627, 1.446, 1.859], [-2.178, 1.989, 3.057], [-1.211, 1.326, 3.778], [-0.503, 0.269, 3.167], [-0.681, -0.075, 1.852], [-1.752, 0.559, 1.171], [-3.652, 0.265, -1.586], [-5.192, 1.778, -0.249], [-4.539, 2.518, 1.958], [-2.758, 2.848, 3.372], [-1.093, 1.698, 4.765], [0.170, -0.277, 3.782], [1.285, -3.139, -0.481], [1.510, -1.870, 0.172], [1.079, -1.771, 1.506], [2.616, -1.026, -0.278], [2.315, -0.081, -1.432], [3.335, 0.839, -1.842], [3.206, 1.613, -2.967], [2.007, 1.524, -3.741], [1.021, 0.705, -3.319], [1.118, -0.043, -2.126], [1.912, -3.908, 0.047], [1.429, -3.107, -1.553], [0.287, -3.485, -0.369], [1.797, -1.208, 2.176], [0.604, -2.623, 1.927], [0.039, -0.886, 1.420], [3.455, -1.661, -0.627], [3.025, -0.463, 0.568], [4.204, 0.843, -1.268], [4.000, 2.246, -3.317], [1.810, 2.175, -4.599], [0.137, 0.571, -3.999]],
  "forces_ev_per_angstrom": [[0.75, -0.71, 0.23], [0.12, 0.12, -0.14], [-2.81, 1.52, 0.90], [1.70, 0.27, 0.43], [0.76, -1.34, 0.74], [-0.91, -0.05, -1.48], [0.98, 0.75, -0.25], [-0.09, -0.73, 0.98], [-0.92, 0.86, -1.16], [-0.28, 0.09, 0.13], [-2.42, 2.83, -0.24], [-1.01, -0.43, -0.37], [-0.54, -0.10, -0.72], [-0.50, 0.21, -0.56], [0.59, -0.10, -0.12], [0.21, -0.02, 0.74], [0.79, -0.10, 0.90], [0.82, -0.44, 0.29], [1.53, -0.61, 0.80], [-1.10, 1.05, -1.86], [3.21, 0.00, 1.73], [-0.23, -0.74, 0.00], [0.07, 1.26, -0.52], [-1.72, -1.27, -0.52], [-1.26, -0.11, -0.74], [1.54, 1.13, 0.21], [-1.58, -0.95, -0.21], [0.32, -0.36, -0.91], [0.01, 0.13, -0.64], [0.48, 0.10, -0.27], [-0.97, -0.08, 0.36], [-0.55, -0.95, -0.58], [-0.05, -1.06, 0.26], [0.55, -0.52, 0.48], [-0.16, -0.03, 0.10], [-0.30, -0.07, 0.00], [1.59, 0.17, 0.80], [0.26, 0.29, 0.12], [0.47, -0.34, 0.10], [0.65, 0.32, 0.98]]
}

=====

# 3
{
  "formula": "C52H47N6S4V",
  "method": "ωB97M-V with the def2-TZVPD basis set",
  "multiplicity": 2,
  "orbital_gap_ev": [7.2, 7.5],
  "fmax_ev_per_a": 3.00,
  "total_charge": 3,
  "symbols": ["V", "N", "S", "N", "S", "N", "S", "N", "C", "C", "C", "C", "C", "C", "C", "C", "C", "C", "C", "C", "C", "C", "C", "C", "C", "C", "C", "C", "C", "C", "C", "C", "C", "C", "C", "C", "C", "C", "C", "C", "C", "C", "C", "C", "H", "H", "H", "H", "H", "H", "H", "H", "H", "H", "H", "H", "H", "H", "H", "H", "H", "H", "H", "H", "H", "H", "H", "H", "H", "H", "H", "H", "H", "H", "C", "N", "C", "C", "C", "C", "C", "C", "C", "C", "H", "H", "H", "H", "H", "H", "H", "H", "H", "H", "H", "H", "S", "C", "N", "C", "C", "C", "C", "C", "C", "H", "H", "H", "H", "H"],
  "xyz": [[0.660, -1.796, -0.109], [1.386, -0.272, -0.733], [1.681, 1.156, -0.421], [0.529, 2.173, -0.989], [-0.740, 2.611, -0.194], [-1.422, 1.483, 0.667], [-1.842, -0.008, 0.200], [-0.783, -1.043, 0.505], [-2.290, 0.145, -1.545], [-3.544, 0.674, -1.809], [-3.914, 0.905, -3.124], [-3.033, 0.615, -4.153], [-1.784, 0.083, -3.874], [-1.400, -0.155, -2.562], [-3.396, -0.263, 1.072], [-3.858, 0.656, 1.999], [-5.078, 0.431, 2.616], [-5.820, -0.702, 2.311], [-5.351, -1.608, 1.372], [-4.142, -1.383, 0.736], [-0.431, 3.924, 0.987], [-0.825, 3.812, 2.309], [-0.614, 4.884, 3.161], [-0.018, 6.043, 2.689], [0.364, 6.144, 1.359], [0.153, 5.083, 0.496], [-1.814, 3.327, -1.431], [-1.381, 3.409, -2.743], [-2.192, 4.026, -3.678], [-3.414, 4.557, -3.293], [-3.834, 4.469, -1.973], [-3.031, 3.854, -1.027], [3.124, 1.730, -1.328], [2.959, 1.989, -2.680], [4.056, 2.374, -3.433], [5.307, 2.465, -2.837], [5.459, 2.208, -1.483], [4.364, 1.846, -0.715], [1.842, 1.644, 1.318], [2.399, 2.890, 1.558], [2.525, 3.334, 2.865], [2.078, 2.541, 3.911], [1.498, 1.306, 3.655], [1.381, 0.845, 2.350], [-4.229, 0.898, -1.006], [-4.890, 1.310, -3.341], [-3.318, 0.808, -5.176], [-1.108, -0.147, -4.682], [-0.418, -0.556, -2.326], [-3.269, 1.530, 2.226], [-5.449, 1.139, 3.340], [-6.763, -0.876, 2.805], [-5.928, -2.488, 1.134], [-3.785, -2.054, -0.027], [-1.287, 2.901, 2.652], [-0.924, 4.813, 4.192], [0.145, 6.873, 3.359], [0.818, 7.051, 0.993], [0.429, 5.153, -0.545], [-0.418, 3.001, -3.002], [-1.859, 4.106, -4.700], [-4.032, 5.056, -4.021], [-4.780, 4.894, -1.678], [-3.336, 3.790, 0.007], [1.978, 1.889, -3.115], [3.938, 2.600, -4.481], [6.166, 2.735, -3.430], [6.432, 2.288, -1.022], [4.488, 1.663, 0.342], [2.737, 3.500, 0.736], [2.981, 4.293, 3.057], [2.191, 2.878, 4.931], [1.148, 0.695, 4.473], [0.926, -0.121, 2.136], [3.629, -1.457, 0.850], [2.890, -2.487, 0.117], [3.341, -2.511, -1.282], [3.259, -3.785, 0.723], [2.597, -4.987, 0.100], [3.291, -6.185, -0.055], [2.676, -7.308, -0.580], [1.359, -7.243, -1.006], [0.655, -6.061, -0.876], [1.269, -4.947, -0.309], [4.700, -1.688, 0.881], [3.254, -1.390, 1.875], [3.504, -0.497, 0.352], [4.420, -2.701, -1.332], [3.137, -1.555, -1.768], [2.834, -3.310, -1.828], [3.033, -3.748, 1.796], [4.348, -3.914, 0.625], [4.323, -6.248, 0.254], [3.221, -8.235, -0.663], [0.876, -8.108, -1.430], [-0.377, -6.009, -1.194], [-1.995, -3.487, -1.040], [-0.239, -3.251, -1.184], [0.450, -3.770, -0.095], [-0.434, -3.945, 1.005], [-0.038, -4.278, 2.293], [-1.012, -4.573, 3.232], [-2.357, -4.546, 2.881], [-2.761, -4.198, 1.602], [-1.789, -3.891, 0.662], [0.143, -3.516, -2.174], [1.009, -4.339, 2.544], [-0.723, -4.847, 4.234], [-3.098, -4.819, 3.614], [-3.805, -4.194, 1.339]],
  "forces_ev_per_angstrom": [[1.65, -1.89, 0.34], [1.20, 2.31, -0.61], [-0.56, 0.26, -0.18], [0.04, 0.42, -0.09], [0.06, -0.73, 0.08], [-0.25, 0.33, 0.19], [0.13, 0.63, -0.36], [-2.60, 1.25, 0.81], [-0.22, -0.21, 0.48], [-0.20, 0.02, -0.04], [0.05, 0.01, 0.09], [-0.01, -0.01, 0.05], [0.08, -0.02, 0.13], [0.35, -0.20, 0.15], [0.30, 0.05, -0.22], [0.22, 0.19, 0.07], [0.06, -0.03, 0.00], [0.07, 0.05, 0.04], [0.12, 0.08, -0.05], [0.09, -0.13, -0.08], [-0.35, -0.20, -0.03], [-0.15, -0.24, -0.07], [0.02, -0.01, -0.05], [-0.02, -0.09, 0.05], [0.03, -0.11, -0.11], [0.02, -0.03, -0.25], [0.41, 0.00, 0.00], [0.24, -0.12, 0.05], [-0.04, 0.02, 0.08], [0.12, -0.02, -0.04], [0.07, -0.08, 0.16], [-0.01, 0.00, 0.22], [-0.20, 0.12, 0.40], [-0.25, -0.03, -0.01], [-0.04, -0.10, 0.07], [-0.06, -0.01, 0.05], [-0.04, -0.03, -0.06], [-0.02, -0.17, 0.22], [0.41, -0.11, -0.56], [0.16, 0.19, 0.10], [0.02, -0.05, -0.15], [0.01, -0.07, -0.06], [-0.01, -0.04, -0.10], [-0.11, -0.44, -0.17], [-0.10, 0.03, 0.03], [-0.12, 0.05, -0.01], [-0.05, -0.03, -0.12], [0.11, -0.05, -0.06], [-0.16, 0.07, -0.14], [-0.02, 0.10, 0.07], [-0.01, 0.08, 0.07], [-0.08, 0.00, 0.03], [-0.08, -0.06, -0.08], [-0.03, -0.06, -0.07], [-0.04, -0.09, 0.13], [-0.02, -0.02, 0.11], [-0.01, 0.10, 0.06], [0.04, 0.08, -0.07], [0.09, 0.08, -0.17], [0.09, -0.02, -0.16], [0.03, 0.01, -0.14], [-0.10, 0.05, -0.08], [-0.11, 0.04, 0.07], [-0.12, 0.04, 0.15], [-0.07, 0.06, -0.20], [-0.03, -0.03, -0.08], [0.08, 0.08, -0.06], [0.05, 0.02, 0.05], [0.01, -0.02, 0.08], [0.07, 0.13, -0.04], [0.03, 0.10, 0.04], [-0.01, 0.04, 0.07], [-0.03, -0.07, 0.04], [0.07, 0.21, 0.14], [0.31, 0.27, 0.18], [-0.30, 0.16, 0.20], [0.18, 0.13, -0.56], [0.02, -0.46, 0.24], [-0.34, 0.22, -0.06], [-0.10, 0.09, 0.04], [0.01, 0.05, 0.00], [-0.03, 0.10, 0.03], [0.00, 0.24, 0.07], [0.81, -0.77, -0.18], [-0.06, -0.03, 0.00], [0.07, 0.01, -0.06], [0.13, -0.23, 0.14], [-0.06, -0.04, 0.03], [0.04, -0.12, 0.10], [0.06, 0.07, 0.03], [0.05, 0.11, -0.13], [-0.18, 0.08, 0.12], [0.17, 0.06, 0.05], [0.10, -0.06, -0.03], [-0.05, -0.11, -0.05], [-0.10, 0.02, 0.00], [-0.27, -0.33, 0.04], [-0.87, 0.72, -1.58], [0.78, -1.54, 0.23], [-1.33, -0.35, 1.11], [0.01, 0.09, -0.24], [0.02, 0.08, -0.08], [0.05, 0.02, 0.00], [0.21, 0.05, -0.14], [0.44, -0.10, -0.25], [0.07, 0.06, 0.29], [0.13, -0.06, 0.06], [0.03, -0.04, 0.09], [-0.12, 0.00, 0.11], [-0.15, -0.05, -0.03]]
}